# C10H11AuF5N2

A structure of composition C10H11AuF5N2 (ωB97M-V/def2-TZVPD, OMol25).

Element x y z (Å)
Au -0.13596 -0.00295 0.40069
C 1.47715 -2.04048 -1.25973
N 1.30588 -1.72611 0.16987
C 2.57976 -1.43228 0.85082
C 0.48469 -2.70798 0.91062
C -0.93357 -2.82871 0.36796
N -1.47631 -1.49536 0.03177
C -2.68544 -1.35733 -0.53417
C -3.17736 -0.05286 -0.86498
F -2.45615 1.01978 -0.57522
C -4.38052 0.13648 -1.47992
F -4.76256 1.37081 -1.76620
C -5.19795 -0.93725 -1.79578
C -4.77337 -2.21343 -1.46767
F -5.54201 -3.25711 -1.74052
C -3.57204 -2.43402 -0.84815
F -3.26082 -3.68358 -0.53641
H 2.01491 -2.98754 -1.36599
H 2.05384 -1.24913 -1.73102
H 0.51604 -2.11694 -1.76105
H 3.10506 -2.36844 1.05956
H 2.38840 -0.90534 1.78337
H 3.19497 -0.80390 0.21464
H 0.46658 -2.38799 1.95119
H 0.96303 -3.69089 0.87343
H -1.54812 -3.29093 1.13925
H -0.97430 -3.48572 -0.49630
H -6.15363 -0.77901 -2.27936
F 1.13553 1.35668 0.91790

Summary:
**E**: -1131.83118 a.u.
**Net charge**: +1
**LUMO energy (alpha / beta)**: -2.9 / -6.5 eV
**Spin multiplicity**: 3